# 1
# C6H16NO14S3Sn

A structure of composition C6H16NO14S3Sn in a non-equilibrium geometry (ωB97M-V with the def2-TZVPD basis set, OMol25).

As for the net charge: -3. The HOMO-LUMO gap is 4.22 eV. The calculation puts the largest force on an atom at 6.38 eV/A. The multiplicity is 1. For the relative energy (zero: lowest compared OMol25 entry of this formula, charge and spin), the calculation gives 0.0 kJ/mol. The calculation puts the HOMO energy at 1.55 eV.

Geometry as XYZ:
```
41
Properties=species:S:1:pos:R:3:forces:R:3:lowdin_charge:R:1
C 0.4510 3.1387 -3.6923 -0.4 0.4 1.3 -0.14
O 0.6477 1.9019 -3.0643 0.2 0.2 -0.2 -0.22
C -0.4998 1.0371 -3.0548 0.4 0.5 0.5 -0.17
C -0.1281 -0.2255 -2.2606 -0.7 0.9 0.0 -0.10
N -0.0501 0.0114 -0.7986 0.8 0.0 0.7 0.03
H -0.9301 0.4128 -0.3740 -0.7 0.2 -0.4 0.06
H -0.0421 -0.9181 -0.2760 0.3 -0.7 -0.1 0.08
C 1.1055 0.8357 -0.3455 -0.5 -0.2 -0.5 -0.11
C 1.3921 0.7222 1.1428 0.2 -0.6 0.2 -0.18
O 0.2478 0.8903 1.9805 0.3 -0.3 -0.2 -0.29
C -0.2955 2.1917 1.9571 -0.3 0.3 0.6 -0.12
H 1.4118 3.6509 -3.7398 0.2 -0.3 -0.5 0.08
H -0.1334 3.7970 -3.0327 -0.3 0.0 -0.1 0.08
H -0.0890 3.1011 -4.6431 0.3 -0.2 -0.3 0.08
H -0.7448 0.9419 -4.1185 -0.2 -0.9 0.1 0.11
H -1.3708 1.5008 -2.5750 0.1 0.2 0.1 0.12
H 0.8441 -0.5911 -2.5702 -0.2 -0.5 -0.2 0.13
H -0.9502 -0.9284 -2.3525 0.4 -0.5 -0.3 0.13
H 0.8487 1.8305 -0.7082 0.4 0.2 0.4 0.11
H 1.9912 0.4846 -0.8765 0.1 0.1 0.0 0.13
H 2.2077 1.4036 1.4186 -0.3 0.5 0.0 0.12
H 1.8338 -0.2530 1.3717 -0.5 -0.3 -0.1 0.12
H -1.2197 2.1685 2.5351 -0.1 -0.1 -0.2 0.09
H -0.5538 2.5501 0.9612 0.1 -0.1 0.0 0.08
H 0.3724 2.8940 2.4764 0.2 0.0 -0.2 0.08
Sn -0.9778 -1.4962 3.2334 2.7 -2.0 -2.1 1.60
S 0.6832 -3.2651 -0.3140 4.2 -4.6 1.5 0.24
O 0.5392 -4.6544 0.1900 -2.2 0.8 -0.8 -0.43
O 2.1663 -3.0991 -0.1620 -0.9 2.2 -1.3 -0.44
O 0.1952 -3.0741 -1.6964 -0.3 0.7 0.2 -0.43
O -0.0047 -2.2814 0.6131 -1.5 1.8 0.9 -0.51
S 1.7942 -3.6213 3.8194 0.2 -0.4 -1.5 0.18
O 1.8597 -2.1482 3.4445 -0.8 1.1 0.7 -0.52
O 0.3163 -3.8698 3.9980 -2.2 0.9 0.3 -0.55
O 2.2936 -4.4057 2.7047 0.2 0.0 0.7 -0.36
O 2.4703 -3.9434 5.0845 0.1 0.6 0.3 -0.44
S -3.5356 0.6734 0.7378 -2.1 -0.5 -0.2 0.22
O -4.1577 1.9153 1.2498 0.6 0.0 -0.1 -0.45
O -4.4604 -0.0244 -0.1788 0.4 0.3 0.1 -0.43
O -2.2706 0.9812 0.0117 0.4 0.5 0.0 -0.42
O -3.2576 -0.2353 1.9033 1.4 -0.4 0.7 -0.56
```
Forces are in eV/Å.

***

# 2
# C6H16NO2

A cluster of 2 separate species, C6H16NO2 in total in a non-equilibrium geometry (ωB97M-V with the def2-TZVPD basis set, OMol25).

As for the net charge: -1. The HOMO-LUMO gap is 6.87 eV. The calculation puts the largest force on an atom at 2.51 eV/A. The multiplicity is 1. For the relative energy (zero: lowest compared OMol25 entry of this formula, charge and spin), the calculation gives 176.1 kJ/mol. The calculation puts the HOMO energy at -3.16 eV.

Geometry as XYZ:
```
25
Properties=species:S:1:pos:R:3:forces:R:3:lowdin_charge:R:1
C -0.5467 1.3165 1.5994 -0.7 -0.7 -0.1 -0.24
C -0.9989 0.1725 2.5985 1.6 1.6 -1.2 -0.10
C 0.6229 0.8485 0.6891 0.5 0.2 1.0 -0.25
N 0.5331 0.9868 -0.7508 -1.7 0.6 -0.1 -0.19
C 0.1765 2.3618 -1.1376 1.3 0.2 -0.7 -0.13
C -0.3142 0.0272 -1.5262 0.3 -1.1 0.9 -0.18
C -1.0867 -1.1197 -0.7515 1.0 0.3 0.5 -0.46
O -0.3787 -1.9695 0.0351 0.1 0.3 -0.1 -0.34
H -1.4304 1.5797 1.0014 0.1 -0.2 -0.2 0.09
H -0.3475 2.2626 2.1143 0.4 -0.2 0.2 0.08
H -1.5823 -0.5080 1.9889 -0.7 -0.1 0.6 0.05
H -0.1268 -0.4150 2.8825 0.1 0.1 0.2 0.06
H -1.3569 0.7139 3.4732 -0.9 -0.8 0.1 0.05
H 0.8521 -0.1765 0.9647 -0.4 -0.4 -0.5 0.08
H 1.5358 1.3688 1.0501 -0.3 0.2 -0.4 0.11
H 0.9252 2.6659 -1.8952 0.0 0.5 0.5 0.07
H 0.1508 3.0582 -0.2919 0.4 -0.1 -0.1 0.07
H -0.7452 2.5412 -1.6950 -0.5 -0.6 0.3 0.06
H 0.3605 -0.4445 -2.2466 -0.3 0.0 -0.3 0.09
H -1.1510 0.5423 -2.0041 0.3 0.3 -0.4 0.08
H -1.5487 -1.7056 -1.5623 -0.7 0.3 -0.4 0.08
H -1.8727 -0.5388 -0.1953 -0.2 -0.3 -0.1 0.08
H 0.9857 -2.5032 -0.9173 0.5 -0.1 0.4 0.00
H 2.1082 -1.8439 -0.2966 0.3 0.2 0.2 -0.01
O 1.9989 -2.5177 -0.9693 -0.7 -0.1 -0.3 -0.15
```
Forces are in eV/Å.

***

# 3
# C6H16NS

A cluster of 2 separate species, C6H16NS in total in a non-equilibrium geometry (ωB97M-V with the def2-TZVPD basis set, OMol25).

As for the net charge: +1. The HOMO-LUMO gap is 8.70 eV. The calculation puts the largest force on an atom at 2.29 eV/A. The multiplicity is 1. For the relative energy (zero: lowest compared OMol25 entry of this formula, charge and spin), the calculation gives 143.9 kJ/mol. The calculation puts the HOMO energy at -12.11 eV.

Geometry as XYZ:
```
24
Properties=species:S:1:pos:R:3:forces:R:3:lowdin_charge:R:1
C 2.2426 0.2332 -0.1482 0.2 0.0 1.0 -0.11
C 1.9139 -0.5697 1.1647 0.4 -0.6 -0.6 -0.31
C 0.4263 -0.8877 1.3606 -0.5 0.2 1.0 -0.59
S 0.2592 -2.1059 2.7684 -0.1 0.6 -0.5 0.71
H 3.3144 0.4928 -0.1924 -0.4 -0.3 0.0 0.09
H 1.7292 1.2194 -0.1765 0.1 -0.4 0.1 0.08
H 2.0214 -0.3528 -1.0511 0.1 0.0 0.2 0.07
H 2.4741 -1.5554 1.1422 -0.6 1.1 -0.1 0.12
H 2.2739 -0.0440 2.0497 0.1 0.1 -0.1 0.11
H 0.0235 -1.3829 0.4963 -0.1 -0.4 -0.6 0.02
H -0.2295 0.0003 1.5624 0.8 -0.5 0.0 0.08
H -1.0866 -2.0777 2.8905 0.3 0.1 -0.1 -0.14
C -2.5243 1.8314 -1.2384 1.4 0.7 -1.4 -0.02
C -1.3039 1.4707 -2.0903 -0.2 0.5 -0.7 -0.29
C -0.8115 2.1025 -3.1806 -1.0 -0.4 1.5 0.11
N -0.5366 0.2597 -1.5929 0.1 0.0 -2.3 0.22
H -3.0519 2.5674 -1.8531 -0.1 0.0 0.5 0.10
H -3.1817 1.0066 -1.0518 -0.3 -0.6 0.2 0.08
H -2.1719 2.2879 -0.3134 -0.2 0.0 0.1 0.09
H 0.1072 1.8215 -3.6686 0.1 -0.3 -0.1 0.08
H -1.3178 2.9834 -3.5978 0.2 -0.5 0.4 0.10
H -0.9979 -0.3501 -0.9379 -0.5 0.1 0.7 0.13
H 0.3742 0.5372 -1.2455 0.4 0.0 0.6 0.08
H -0.3303 -0.3590 -2.4031 -0.1 0.4 0.4 0.19
```
Forces are in eV/Å.

***

# 4
# C6H16O

A cluster of 2 separate species, C6H16O in total in a non-equilibrium geometry (ωB97M-V with the def2-TZVPD basis set, OMol25).

Its structure (SMILES) is CCCCCC.O. As for the net charge: 0. The HOMO-LUMO gap is 11.43 eV. The calculation puts the largest force on an atom at 1.96 eV/A. The multiplicity is 1. For the relative energy (zero: lowest compared OMol25 entry of this formula, charge and spin), the calculation gives 49.2 kJ/mol. The calculation puts the HOMO energy at -10.59 eV.

Geometry as XYZ:
```
23
Properties=species:S:1:pos:R:3:forces:R:3:lowdin_charge:R:1
C 2.4236 2.6261 -1.5222 0.3 0.5 -0.2 -0.14
C -0.6641 -1.7325 1.1257 -0.4 -0.8 0.7 -0.12
C 2.0174 1.3118 -0.9085 -1.0 0.2 0.9 -0.29
C -0.0579 -0.4724 0.5850 0.4 0.2 1.7 -0.32
C 0.6326 0.8343 -1.3993 1.1 -0.8 -1.5 -0.24
C 0.3031 -0.5340 -0.8396 -0.6 0.2 -1.4 -0.27
H 3.4218 2.9187 -1.1554 -0.4 0.1 -0.2 0.07
H 1.7071 3.4251 -1.2676 0.3 -0.2 -0.1 0.08
H 2.4667 2.5290 -2.6201 0.0 0.2 0.3 0.08
H -1.2609 -2.2432 0.3514 0.1 0.1 0.3 0.08
H -1.3380 -1.4231 1.9422 0.2 -0.6 -0.1 0.07
H 0.0732 -2.4466 1.5296 -0.3 0.2 -0.2 0.08
H 2.8211 0.5681 -1.0712 -0.6 0.1 0.0 0.12
H 1.8903 1.4363 0.1841 0.5 0.0 -0.3 0.10
H 0.8602 -0.2247 1.1516 -0.5 0.1 0.1 0.11
H -0.8214 0.2905 0.8310 0.6 0.2 -0.7 0.12
H -0.2026 1.5494 -1.2709 0.6 -0.1 0.2 0.12
H 0.7281 0.6190 -2.4809 -0.1 0.7 0.1 0.11
H -0.5686 -0.9183 -1.4033 0.4 -0.1 0.1 0.12
H 1.1658 -1.1899 -1.0656 -0.4 0.0 0.4 0.13
O -4.9125 -2.5715 3.1979 -0.9 0.8 -0.3 -0.09
H -5.8486 -2.5624 3.5010 1.0 0.0 -0.4 0.05
H -4.8361 -1.7899 2.6051 -0.1 -0.8 0.6 0.04
```
Forces are in eV/Å.